Molecular formula: C25H21FeN2O3S
Method: DFT, ωB97M-V with the def2-TZVPD basis set

Results
- expectation value of S² = 6.1486
- frontier orbital gap (spin up / spin down) (Eh) = 0.17646 / 0.12385
- total charge = +1
- DFT total energy (eV) = -80599.2105
- multiplicity = 5
- LUMO energy (spin up / spin down) (hartree) = -0.10306 / -0.25050
- max |F| (eV/Å) = 7.3
- HOMO level (spin up / spin down) (eV) = -7.6 / -10.2

Cartesian coordinates (Å):
1 O 0.43281 0.94952 3.45865
2 C -0.07092 0.52227 2.50514
3 Fe -0.94734 0.10713 1.00826
4 C -2.40699 1.03709 1.59369
5 O -3.36404 1.60079 1.91942
6 C -0.35037 1.66003 0.25598
7 O 0.03114 2.61818 -0.28752
8 C -1.35580 -1.78002 1.69922
9 C 0.06610 -2.15840 1.47441
10 C 0.54151 -1.14206 0.48432
11 C -0.21743 -0.93903 -0.67346
12 C -1.60205 -1.11653 -0.60215
13 C -2.17909 -1.54434 0.60041
14 H -1.80659 -1.96310 2.67464
15 H 0.64351 -2.09243 2.40757
16 H 0.19736 -3.22124 1.15726
17 H 1.57931 -0.81451 0.51040
18 H 0.25007 -0.53971 -1.57686
19 H -2.23580 -0.82642 -1.43535
20 H -3.26370 -1.61682 0.70990
21 C 2.39299 -7.39793 2.03251
22 C 2.54045 -6.04865 2.37626
23 C 1.45066 -5.30928 2.85053
24 C 0.19837 -5.92205 2.96028
25 C -1.00826 -5.17358 3.50869
26 C -1.47567 -5.76493 4.83288
27 C -2.86673 -5.30748 5.23794
28 N -3.76261 -5.48131 4.08797
29 C -5.15650 -5.58288 4.19069
30 C -5.76006 -5.62028 2.92871
31 C -7.13321 -5.80614 2.84131
32 C -7.88695 -5.94924 4.01049
33 C -7.26493 -5.91076 5.26553
34 C -5.88114 -5.72598 5.37060
35 S -4.59815 -5.43090 1.63833
36 C -3.26589 -5.32676 2.81150
37 N -2.05101 -5.15355 2.45520
38 C 0.03357 -7.26590 2.60420
39 C 1.13397 -8.00281 2.15244
40 H 3.25115 -7.97757 1.67823
41 H 3.51429 -5.56567 2.28532
42 H 1.56189 -4.25655 3.14015
43 H -0.72745 -4.12037 3.69315
44 H -1.45341 -6.86362 4.77937
45 H -0.76643 -5.45206 5.61016
46 H -3.24070 -5.90682 6.07477
47 H -2.85005 -4.24449 5.54230
48 H -7.58263 -5.84217 1.85620
49 H -8.96436 -6.09514 3.94691
50 H -7.85607 -6.02786 6.16910
51 H -5.36601 -5.69820 6.33463
52 H -0.95796 -7.72855 2.68641
53 H 0.99885 -9.05640 1.89734

Force components x, y, z for each atom (eV/Å):
-0.8745 -0.8482 -1.7247
2.5248 1.6576 4.7435
0.2989 0.8926 1.0100
-5.4802 2.7131 1.5528
2.2541 -1.1791 -0.6263
2.2908 5.8333 -3.8253
-1.1147 -2.8843 1.8086
-1.6959 -2.0852 0.9297
0.5583 -0.6489 0.6000
2.1812 -1.1755 -1.8409
1.2643 -0.5499 -0.4048
-1.4405 -1.2441 -2.1593
-0.5943 -1.3121 0.2087
-0.0306 -0.0678 -0.1943
-0.1131 0.2398 -0.0898
-0.1336 0.4721 -0.2132
-0.1237 -0.2774 -0.1716
-0.2712 0.2455 0.3935
0.1469 -0.2358 0.0881
0.2858 0.4158 -0.0460
-0.3524 0.1941 0.1437
-0.0571 -0.0482 0.0486
-0.1510 -0.2418 -0.0337
0.0551 -0.0464 0.0624
0.0898 0.2023 -0.3692
0.1477 -0.3890 0.3341
0.2159 0.2179 0.0817
-1.1147 0.4391 0.6406
2.0514 -0.1790 -0.0556
0.2132 0.0685 -0.5540
-0.6227 -0.0788 0.0650
0.3397 0.0762 -0.8806
1.1550 0.1849 0.3838
-0.8716 -0.0866 0.4316
-0.0097 0.0276 0.6953
-1.0478 -0.3315 -0.0642
0.3483 0.1025 0.4136
0.4400 0.0818 -0.0751
-0.1237 0.0838 0.0129
-0.3630 0.2618 0.1431
-0.2673 -0.1597 0.0264
0.0425 -0.4803 -0.1677
-0.1210 -0.1844 -0.3630
0.0062 0.3018 0.0227
-0.1515 -0.2270 -0.1501
0.0493 0.1555 -0.2322
-0.2064 -0.3613 -0.1900
-0.1987 -0.0142 0.1570
0.2969 0.0381 -0.0320
0.0999 0.0207 -0.1579
-0.3797 -0.0206 -0.3385
0.4514 0.0768 -0.0736
0.1032 0.3541 0.0361

Mulliken atomic charge list, values in e, 8 entries: number 1, O, carries -0.36; number 2, C, carries 0.26; number 3, Fe, carries 0.41; number 4, C, carries 0.12; number 5, O, carries -0.31; number 6, C, carries 0.21; number 7, O, carries -0.32; number 8, C, carries 0.10

=====

Molecular formula: C6H11N3
Method: DFT, ωB97M-V with the def2-TZVPD basis set

Results
- frontier orbital gap (Eh) = 0.35266
- DFT total energy (eV) = -10867.1446
- multiplicity = 1
- LUMO energy (hartree) = 0.03069
- structure (SMILES) = [H]/N=C1/C[C@@H](N)C(=C)N1C
- max |F| (eV/Å) = 5.5
- HOMO level (eV) = -8.8

Cartesian coordinates (Å):
1 C -2.12964 0.74046 -0.20731
2 C 0.26155 0.81986 0.09142
3 C 0.27779 2.11051 0.21179
4 C 1.55146 -0.17678 0.37383
5 C 0.81186 -1.51862 0.38677
6 C -0.71039 -1.23063 0.02396
7 H -2.92929 -0.02258 -0.57544
8 H -2.27116 1.72412 -0.87635
9 H -2.39349 1.26284 0.77858
10 H 1.04656 2.74820 0.80886
11 H -0.46865 2.75703 0.02684
12 H 1.99783 0.11033 1.24711
13 H 2.68910 0.59077 -0.92398
14 H 2.35917 -1.16389 -1.31596
15 H 1.01198 -2.22640 1.39871
16 H 1.19004 -2.18289 -0.48398
17 H -2.59214 -1.81936 -0.03561
18 N -0.81147 0.15247 -0.37671
19 N 2.68735 -0.47663 -0.57496
20 N -1.57845 -2.19878 0.02242

Force components x, y, z for each atom (eV/Å):
-2.2293 2.2794 -1.9556
3.9585 -0.9333 -0.3336
4.0172 2.3761 2.9482
-2.9896 -2.6053 -2.6009
-0.7229 -2.6456 1.1523
0.4431 -2.0276 0.0957
1.4081 1.5817 0.9015
0.5271 -2.4191 0.7709
0.7422 -1.5870 -0.6638
-0.6009 -1.8203 -1.3943
-3.0366 1.5867 -0.9395
0.8398 0.7407 2.4096
1.1461 -3.2564 -0.4106
0.4529 1.9101 0.8353
-1.0742 2.0935 -2.7292
-0.6531 0.9148 1.5911
2.1158 -0.8093 -0.3951
-2.1521 -2.7490 1.2241
-1.5414 4.4630 -1.1037
-0.6507 2.9070 0.5978

Mulliken atomic charge list, values in e, 8 entries: number 1, C, carries -1.14; number 2, C, carries 0.49; number 3, C, carries -1.11; number 4, C, carries -0.14; number 5, C, carries -0.59; number 6, C, carries 0.47; number 7, H, carries 0.34; number 8, H, carries 0.29

=====

Molecular formula: CHN3
Method: DFT, ωB97M-V with the def2-TZVPD basis set

Results
- frontier orbital gap (spin up / spin down) (Eh) = 0.29609 / 0.31034
- DFT total energy (eV) = -5515.2182
- multiplicity = 1
- LUMO energy (spin up / spin down) (hartree) = -0.03828 / -0.04213
- max |F| (eV/Å) = 4.4
- HOMO level (spin up / spin down) (eV) = -9.1 / -9.6

Cartesian coordinates (Å):
1 C 0.89868 1.45653 -0.72349
2 N -0.95213 -0.34143 -0.41425
3 N -0.03249 -0.79135 0.37366
4 N 0.17390 0.48759 -0.58385
5 H -0.08795 -0.81134 1.34794

Force components x, y, z for each atom (eV/Å):
-1.2162 -1.6476 0.3085
-0.1513 1.7501 -0.3763
2.3660 -3.5775 0.2275
0.2829 3.5191 -2.7033
-1.2814 -0.0442 2.5436

How positive or negative is each atom? The Mulliken charges in e answer that: number 1, C, carries -0.07; number 2, N, carries -0.24; number 3, N, carries -0.17; number 4, N, carries 0.25; number 5, H, carries 0.23

=====

Molecular formula: C4H11NO3
Method: DFT, ωB97M-V with the def2-TZVPD basis set

Results
- frontier orbital gap (Eh) = 0.39562
- DFT total energy (eV) = -11957.0326
- multiplicity = 1
- LUMO energy (hartree) = 0.02709
- structure (SMILES) = CC(C)C(O)(O)NO
- max |F| (eV/Å) = 3.9
- HOMO level (eV) = -10.0

Cartesian coordinates (Å):
1 C 0.50447 -0.17468 -0.67783
2 C 1.31569 1.04416 -1.12132
3 C -0.59201 -0.50057 -1.69043
4 C -0.07317 0.06886 0.73170
5 O -0.95866 1.16091 0.71862
6 O 0.98762 0.22337 1.61147
7 H -0.57071 1.90923 1.19072
8 H 1.17432 -1.03230 -0.57588
9 H 1.83292 0.82355 -2.05312
10 H -1.34252 0.28867 -1.70136
11 H -0.16377 -0.56698 -2.68885
12 H 0.66401 1.90040 -1.29093
13 H 2.05875 1.30113 -0.36968
14 H -1.08514 -1.44163 -1.45422
15 N -0.86132 -1.10345 1.14386
16 O -1.09495 -1.03830 2.59023
17 H 0.62199 0.15109 2.50838
18 H -1.78611 -1.05039 0.72277
19 H -0.63143 -1.96308 2.40586

Force components x, y, z for each atom (eV/Å):
-0.0594 0.1401 0.1573
-0.0660 -0.2233 0.1116
0.0720 0.0994 0.2330
-0.1104 -0.7010 -0.3659
0.0078 0.6686 0.3340
-0.1908 0.3902 0.0900
0.0577 -0.1808 -0.1453
-0.0300 0.0217 0.0044
0.0280 -0.0040 -0.0716
-0.0435 0.0761 -0.0165
-0.0041 -0.0935 -0.0467
-0.0314 0.0512 0.0146
0.0489 0.0785 -0.0078
-0.0166 -0.1041 -0.0899
-0.1464 0.9492 -1.4950
1.7364 -3.2588 -1.3402
-0.0337 -0.1220 -0.1052
0.1044 0.2160 0.0114
-1.3230 1.9966 2.7280

Mulliken atomic charge list, values in e, 8 entries: number 1, C, carries 0.63; number 2, C, carries -1.53; number 3, C, carries -1.52; number 4, C, carries 0.54; number 5, O, carries -0.54; number 6, O, carries -0.56; number 7, H, carries 0.32; number 8, H, carries 0.27

=====

Molecular formula: C6H6Cl18
Method: DFT, ωB97M-V with the def2-TZVPD basis set

Results
- frontier orbital gap (Eh) = 0.41142
- DFT total energy (eV) = -231722.4644
- multiplicity = 1
- LUMO energy (hartree) = 0.00597
- structure (SMILES) = ClC(Cl)Cl.ClC(Cl)Cl.ClC(Cl)Cl.ClC(Cl)Cl.ClC(Cl)Cl.ClC(Cl)Cl
- max |F| (eV/Å) = 0.9
- HOMO level (eV) = -11.0

Cartesian coordinates (Å):
1 C -2.54952 -4.02077 1.14970
2 Cl -2.65715 -4.52333 2.85357
3 Cl -3.82177 -4.70450 0.11842
4 Cl -0.88838 -4.32515 0.59085
5 H -2.70519 -2.95140 1.10005
6 C -2.72342 1.98162 3.99674
7 Cl -1.75906 2.85351 5.19658
8 Cl -3.11149 3.03066 2.64048
9 Cl -4.16185 1.28098 4.72032
10 H -2.11833 1.17288 3.60624
11 C 3.15344 1.41970 -3.69585
12 Cl 2.47194 1.49762 -2.03658
13 Cl 3.47383 3.04418 -4.32844
14 Cl 2.08309 0.54768 -4.78486
15 H 4.09617 0.90070 -3.59515
16 C 0.41775 -2.94745 -3.77346
17 Cl -0.03903 -4.58985 -3.25795
18 Cl 0.82501 -2.95767 -5.48803
19 Cl 1.79558 -2.37132 -2.83288
20 H -0.41442 -2.27542 -3.60903
21 C 2.34369 3.56472 2.25929
22 Cl 1.25753 2.78129 1.12869
23 Cl 2.44060 5.32194 1.91776
24 Cl 3.97003 2.87944 2.16961
25 H 1.98470 3.43905 3.27168
26 C -0.56029 0.03017 0.10520
27 Cl -1.01098 -1.41100 -0.84271
28 Cl -0.49041 -0.34529 1.85118
29 Cl -1.72400 1.34605 -0.20023
30 H 0.42193 0.33094 -0.23118

Force components x, y, z for each atom (eV/Å):
0.2610 0.2368 0.1959
-0.2893 0.0290 -0.4251
0.4810 -0.1721 0.2758
-0.5038 -0.3506 -0.1086
0.1046 0.0526 0.1593
0.2488 -0.0461 -0.0825
-0.0233 -0.0537 0.0004
-0.1353 0.1144 -0.0019
-0.0890 0.0172 0.0292
0.0049 0.0088 0.0622
-0.2516 0.2831 0.2914
0.1341 0.0733 -0.4269
-0.0122 -0.2309 0.2110
0.1093 0.0222 0.0680
-0.0013 -0.0768 -0.1781
0.2949 -0.4433 0.0229
-0.0506 0.4008 0.0014
-0.1068 0.1094 -0.0725
-0.0305 -0.0674 0.1155
-0.0337 -0.0446 -0.0010
0.5420 0.6452 -0.1795
-0.1595 0.0227 0.0338
-0.1768 -0.4673 0.1584
-0.1017 -0.1213 0.0339
-0.1343 -0.0187 -0.0445
-0.6451 -0.1030 -0.0588
0.0307 0.4943 0.2957
0.0055 -0.0271 -0.5350
0.4752 -0.3787 0.0704
0.0528 0.0917 0.0891

Mulliken atomic charge list, values in e, 8 entries: number 1, C, carries 0.26; number 2, Cl, carries -0.14; number 3, Cl, carries -0.13; number 4, Cl, carries -0.10; number 5, H, carries 0.10; number 6, C, carries 0.50; number 7, Cl, carries -0.13; number 8, Cl, carries -0.11

=====

Molecular formula: C9H14N3
Method: DFT, ωB97M-V with the def2-TZVPD basis set

Results
- frontier orbital gap (spin up / spin down) (Eh) = 0.31771 / 0.31769
- total charge = +1
- DFT total energy (eV) = -14020.6032
- multiplicity = 1
- LUMO energy (spin up / spin down) (hartree) = -0.16696 / -0.16698
- max |F| (eV/Å) = 5.2
- HOMO level (spin up / spin down) (eV) = -13.2 / -13.2

Cartesian coordinates (Å):
1 C 3.34536 -0.82755 -1.03153
2 C 3.72639 0.35469 0.68859
3 C 2.15818 -0.19717 -0.61404
4 C 0.83483 -0.25327 -0.94063
5 C 1.21804 1.14185 1.08960
6 C -2.35031 -1.71835 1.10989
7 C -1.98770 1.57646 -1.04463
8 C -2.09674 -0.92831 -0.15319
9 C -1.47872 0.55736 0.02644
10 N 4.29206 -0.38964 -0.24690
11 N 2.45502 0.63320 0.47101
12 N -0.01199 0.33986 -0.08708
13 H 3.37723 -1.52109 -1.98154
14 H 4.22582 0.71422 1.61457
15 H 0.37589 -0.70513 -1.82162
16 H 1.06440 0.75278 2.09690
17 H 1.06355 2.21749 0.82443
18 H -1.44690 -1.96265 1.80573
19 H -2.92618 -1.07248 1.67834
20 H -2.94837 -2.63600 0.98082
21 H -2.06070 1.17217 -2.13048
22 H -1.49251 2.49321 -1.03760
23 H -3.10291 1.85169 -0.93770
24 H -2.98833 -0.77946 -0.65838
25 H -1.40980 -1.54000 -0.73681
26 H -1.83561 0.72613 1.03580

Force components x, y, z for each atom (eV/Å):
-2.5386 -0.3067 -2.5877
1.8909 1.4126 2.3288
0.8133 -0.3007 -1.2138
-4.0401 0.8562 0.6683
-1.0576 -0.5930 -2.7220
1.6803 -0.7856 1.1273
-3.0220 -1.9971 -1.1477
2.4812 0.0607 0.1530
-0.6593 -2.3675 -1.9617
1.7394 -0.6404 1.0790
-2.4712 -1.5343 -0.8616
4.2797 1.5722 2.5711
0.5169 1.4717 2.2878
-0.1432 -0.1627 -1.1170
0.4592 -0.2172 0.1740
-0.2768 0.3599 -0.2444
0.0428 -1.0116 0.7972
-1.2254 0.3541 -1.6331
-1.4914 1.0240 1.6717
0.4788 0.3765 -0.2852
0.8657 0.3028 1.8093
1.1436 1.3998 0.0392
1.6168 -0.5801 0.5776
-1.7947 0.0068 -1.1467
-0.1859 0.2860 -0.6569
0.8974 1.0138 0.2934

Mulliken atomic charge list, values in e, 8 entries: number 1, C, carries -0.31; number 2, C, carries -0.07; number 3, C, carries -0.39; number 4, C, carries 0.50; number 5, C, carries -0.34; number 6, C, carries -1.31; number 7, C, carries -1.38; number 8, C, carries -0.56

=====

Molecular formula: C3H7BrS
Method: DFT, ωB97M-V with the def2-TZVPD basis set

Results
- frontier orbital gap (Eh) = 0.35359
- DFT total energy (eV) = -84100.5751
- multiplicity = 1
- LUMO energy (hartree) = 0.02495
- max |F| (eV/Å) = 4.5
- HOMO level (eV) = -8.9

Cartesian coordinates (Å):
1 C 0.18044 -1.98595 0.30666
2 C -0.61522 2.12990 -0.03832
3 C 0.28234 -0.49628 -0.05588
4 S -0.76794 0.55936 0.90332
5 Br 2.19228 0.07391 -0.17502
6 H 0.50349 -2.31397 1.36322
7 H -0.84372 -2.22279 0.25656
8 H 0.80916 -2.57753 -0.27797
9 H -0.00333 2.93628 0.50051
10 H -1.53930 2.57235 -0.42927
11 H 0.01817 1.73372 -0.93435
12 H -0.21636 -0.40897 -1.41945

Force components x, y, z for each atom (eV/Å):
0.6521 1.1985 2.8576
2.3006 -0.1932 -1.1580
-0.9544 -0.3928 -4.1367
-0.1716 0.6298 0.2850
-0.6163 -0.1582 0.1034
-0.3933 1.2484 -1.1898
-1.2568 -0.6852 -0.4221
0.6533 -0.8137 -1.5098
-0.9013 -1.3827 -0.6420
0.0489 -0.4856 0.3846
-1.1223 1.2854 1.3404
1.7611 -0.2505 4.0874

Mulliken atomic charge list, values in e, 8 entries: number 1, C, carries -1.42; number 2, C, carries -0.66; number 3, C, carries 0.02; number 4, S, carries -0.04; number 5, Br, carries -0.13; number 6, H, carries 0.32; number 7, H, carries 0.41; number 8, H, carries 0.43

=====

Molecular formula: C7H11OP
Method: DFT, ωB97M-V with the def2-TZVPD basis set

Results
- frontier orbital gap (spin up / spin down) (Eh) = 0.30124 / 0.30121
- DFT total energy (eV) = -18770.3811
- multiplicity = 1
- LUMO energy (spin up / spin down) (hartree) = 0.01010 / 0.01012
- max |F| (eV/Å) = 3.6
- HOMO level (spin up / spin down) (eV) = -7.9 / -7.9

Cartesian coordinates (Å):
1 C -2.65971 -1.30162 -0.35681
2 C -2.06078 -1.05436 0.82869
3 C -2.03651 -1.02211 -1.58069
4 C -0.86723 -0.28278 -1.73888
5 C -0.87898 -0.35498 0.97238
6 C 2.25241 0.32085 1.01360
7 C 1.73738 0.51601 -0.46365
8 O -0.51415 2.76974 -0.20986
9 P -0.10928 0.39869 -0.36519
10 H -3.67756 -1.79859 -0.26035
11 H -2.50862 -1.32277 1.75382
12 H -2.49488 -1.42123 -2.51605
13 H -0.52547 -0.09915 -2.68653
14 H -0.63177 0.04799 1.94026
15 H 1.97812 1.29979 1.55954
16 H 1.83989 -0.62406 1.49287
17 H 3.44881 0.35891 1.07875
18 H 2.10397 -0.12332 -1.21738
19 H 2.09874 1.53812 -0.81744
20 H -1.42321 2.57906 -0.07855

Force components x, y, z for each atom (eV/Å):
-1.9891 -1.5388 -0.9628
1.0002 1.1698 0.6214
-0.5225 -0.0195 -0.7010
-1.0650 -0.7898 2.3472
0.9180 1.1190 -0.1736
1.8106 1.0312 0.2021
-0.0018 2.4299 1.7032
2.1669 -2.7945 -0.3792
-0.3485 2.1095 -0.4012
1.5138 0.5033 -0.7541
-0.6313 -0.3399 0.5223
0.2522 0.4670 0.8553
0.9192 0.4459 -2.1562
0.3361 -0.3657 0.3045
0.0034 -1.8337 -0.4866
0.6494 1.3891 -0.4594
-2.6560 -0.4865 -0.3678
0.2306 -1.4042 -0.5198
-1.0375 -1.0403 0.5769
-1.5488 -0.0517 0.2287

Mulliken atomic charge list, values in e, 8 entries: number 1, C, carries -0.26; number 2, C, carries -0.27; number 3, C, carries -0.21; number 4, C, carries -0.57; number 5, C, carries -0.57; number 6, C, carries -1.12; number 7, C, carries -0.56; number 8, O, carries -0.79